Entry a
Below is a cluster of 2 separate species, CH6N2O2 in total, with properties calculated with wB97M-V/def2-TZVPD.

Computed properties:
HOMO energy: -10.2 eV
SMILES: NC(=O)O.N
lowest unoccupied orbital energy: 0.5 eV
net charge: 0
orbital gap: 10.6427 eV

Last columns: bonded neighbours and bond lengths (Å).
Element x y z (Å)
1 N 0.56 1.24 0.52  H6 1.012, C7 1.372, H10 1.006
2 H 0.72 -2.40 0.65  N5 1.015
3 H -0.88 -2.29 0.77  N5 1.016
4 O -1.04 0.73 -1.03  C7 1.363, H11 0.966
5 N -0.07 -1.82 0.39  H2 1.015, H3 1.016, H9 1.016
6 H 0.61 0.27 0.82  N1 1.012
7 C -0.06 1.59 -0.65  N1 1.372, O4 1.363, O8 1.198
8 O 0.20 2.57 -1.29  C7 1.198
9 H -0.14 -1.87 -0.62  N5 1.016
10 H 1.37 1.80 0.70  N1 1.006
11 H -1.27 0.19 -0.26  O4 0.966


Entry b
Below is a cluster of 2 separate species, CH6N2O2 in total, with properties calculated with wB97M-V/def2-TZVPD.

Computed properties:
HOMO energy (spin up / spin down): -7.3 / -9.4 eV
lowest unoccupied orbital energy (spin up / spin down): 0.0 / 0.9 eV
net charge: 0
orbital gap (spin up / spin down): 7.3864 / 10.2670 eV

Last columns: bonded neighbours and bond lengths (Å).
Element x y z (Å)
1 C -0.83 -0.29 0.47  H2 1.205, N4 1.468, H8 1.059, H11 1.054
2 H -1.40 -1.25 0.02  C1 1.205
3 H -0.20 0.21 -1.58  N4 0.993
4 N -0.21 0.47 -0.62  C1 1.468, H3 0.993, N7 1.306
5 H 2.96 -0.12 -0.77  O10 0.960
6 O 2.03 0.26 0.69  O10 1.343
7 N 0.44 1.56 -0.32  N4 1.306, H9 1.038
8 H -1.58 0.30 0.94  C1 1.059
9 H 0.26 1.77 0.68  N7 1.038
10 O 2.18 -0.52 -0.39  H5 0.960, O6 1.343
11 H -0.04 -0.41 1.17  C1 1.054


Most stable structure among those shown: entry a. Next: +7.531 eV.